# C44H102F6N6O10P2

A molecular structure, C44H102F6N6O10P2 (ωB97M-V with the def2-TZVPD basis set, the Open Molecules 2025 dataset).

net charge: +4
LUMO energy: -8.74 eV
frontier orbital gap: 7.05 eV

CARTESIAN COORDINATES (ANGSTROEM)
C1 1.43 0.87 -2.24
C2 2.47 1.02 -1.34
C3 2.72 -0.06 -0.36
O1 3.83 -0.14 0.28
C4 1.88 -1.13 -0.26
C5 0.78 -1.34 -1.14
C6 0.53 -0.25 -2.27
O2 -0.28 -0.51 -3.18
O3 0.29 -2.48 -1.24
O4 3.04 2.16 -1.21
H1 1.16 1.56 -3.02
H2 2.08 -1.99 0.37
C7 -6.31 -3.45 3.32
C8 -6.62 -1.98 3.64
C9 -5.33 -1.11 3.75
C10 -5.58 0.38 3.59
P1 -4.12 1.41 3.94
C11 -4.40 3.06 3.21
C12 -5.60 3.81 3.82
C13 -6.44 4.47 2.73
C14 -7.40 5.52 3.25
C15 -4.01 1.62 5.75
C16 -2.92 2.57 6.18
C17 -2.98 2.81 7.72
C18 -2.11 3.91 8.27
C19 -2.55 0.65 3.32
C20 -2.25 0.79 1.83
C21 -1.90 2.22 1.26
C22 -0.83 2.30 0.18
H3 -5.29 -3.64 3.67
H4 -6.24 -3.67 2.25
H5 -6.93 -4.16 3.87
H6 -7.20 -1.84 4.56
H7 -7.27 -1.47 2.93
H8 -4.61 -1.45 3.01
H9 -4.98 -1.45 4.73
H10 -6.44 0.80 4.12
H11 -5.75 0.54 2.52
H12 -4.52 2.82 2.16
H13 -3.49 3.66 3.29
H14 -5.28 4.58 4.53
H15 -6.25 3.15 4.39
H16 -6.99 3.72 2.15
H17 -5.82 4.96 1.96
H18 -8.05 5.19 4.06
H19 -7.95 6.10 2.52
H20 -6.84 6.34 3.72
H21 -3.71 0.63 6.10
H22 -5.01 1.98 6.00
H23 -3.10 3.56 5.75
H24 -1.93 2.16 5.94
H25 -2.73 1.88 8.23
H26 -4.02 2.98 8.01
H27 -2.61 4.89 8.28
H28 -1.25 4.14 7.65
H29 -1.81 3.81 9.31
H30 -2.68 -0.43 3.44
H31 -1.74 1.03 3.94
H32 -3.08 0.45 1.21
H33 -1.40 0.16 1.56
H34 -1.79 3.00 2.01
H35 -2.80 2.60 0.76
H36 -1.08 1.65 -0.66
H37 0.13 2.01 0.61
H38 -0.81 3.28 -0.29
C23 -0.63 -6.55 1.45
C24 -1.20 -5.42 0.59
C25 -2.61 -4.97 0.91
O5 -2.89 -3.82 0.13
C26 -4.27 -3.50 0.04
N1 -0.25 -4.28 0.82
H39 -0.53 -3.85 1.71
H40 0.75 -4.43 0.93
H41 -0.21 -3.48 0.18
H42 -1.29 -7.40 1.62
H43 -0.65 -6.17 2.48
H44 0.33 -6.92 1.10
H45 -1.15 -5.71 -0.46
H46 -2.80 -4.58 1.92
H47 -3.21 -5.87 0.73
H48 -4.38 -2.63 -0.59
H49 -4.60 -3.30 1.08
H50 -4.92 -4.35 -0.19
C27 3.77 5.08 -5.68
C28 3.24 3.90 -4.87
C29 3.42 2.55 -5.56
O6 2.44 1.71 -5.02
C30 2.25 0.50 -5.72
N2 4.02 3.80 -3.56
H51 3.65 3.06 -2.94
H52 5.03 3.73 -3.67
H53 3.84 4.63 -2.98
H54 3.76 6.01 -5.11
H55 3.24 5.38 -6.59
H56 4.76 4.92 -6.12
H57 2.20 3.98 -4.59
H58 4.44 2.13 -5.59
H59 3.22 2.59 -6.64
H60 3.16 -0.09 -5.86
H61 1.85 0.69 -6.72
H62 1.52 -0.16 -5.25
C31 -1.58 3.77 -3.48
C32 -2.05 2.81 -4.58
C33 -1.12 2.78 -5.84
O7 -0.82 4.06 -6.25
C34 0.02 4.17 -7.38
N3 -2.27 1.45 -3.96
H63 -1.44 1.05 -3.49
H64 -3.06 1.34 -3.32
H65 -2.59 0.78 -4.67
H66 -2.36 3.88 -2.73
H67 -1.31 4.70 -3.99
H68 -0.59 3.47 -3.15
H69 -3.06 3.14 -4.84
H70 -1.72 2.22 -6.57
H71 -0.26 2.21 -5.48
H72 0.27 5.21 -7.52
H73 -0.42 3.76 -8.30
H74 0.92 3.54 -7.31
C35 5.23 -3.12 -1.66
C36 5.76 -3.58 -0.30
C37 7.22 -3.95 -0.31
O8 7.81 -4.18 0.95
C38 7.63 -5.54 1.45
N4 5.43 -2.55 0.74
H75 6.10 -2.52 1.51
H76 5.21 -1.62 0.34
H77 4.53 -2.76 1.19
H78 4.15 -2.97 -1.61
H79 5.45 -3.91 -2.38
H80 5.58 -2.13 -1.96
H81 5.26 -4.50 0.00
H82 7.78 -3.13 -0.76
H83 7.32 -4.84 -0.94
H84 8.33 -5.60 2.28
H85 7.97 -6.26 0.70
H86 6.56 -5.65 1.62
C39 4.17 4.77 0.88
C40 5.09 3.70 1.40
O9 6.10 3.80 1.99
N5 4.50 2.30 1.38
H87 4.12 2.06 0.45
H88 5.27 1.62 1.42
C41 3.41 2.17 2.42
H89 4.61 5.45 0.16
H90 3.85 5.27 1.79
H91 3.28 4.37 0.38
H92 3.29 1.09 2.49
H93 2.56 2.73 2.06
H94 3.80 2.57 3.36
C42 2.06 -5.31 -3.46
C43 1.57 -3.96 -3.90
O10 2.20 -3.11 -4.43
N6 0.12 -3.64 -3.78
H95 -0.42 -4.48 -3.54
H96 -0.11 -3.00 -3.00
C44 -0.60 -3.11 -5.06
H97 2.79 -5.19 -2.66
H98 2.32 -5.99 -4.26
H99 1.26 -5.87 -2.96
H100 -1.62 -3.10 -4.69
H101 -0.30 -3.72 -5.91
H102 -0.19 -2.11 -5.11
P2 3.50 -4.70 2.03
F1 3.47 -6.30 2.18
F2 4.80 -4.73 1.05
F3 2.51 -4.79 0.76
F4 3.50 -3.07 1.83
F5 2.13 -4.50 2.94
F6 4.49 -4.68 3.32